Entry 1:
{"formula": "C14H19Cl27NP", "method": "the ωB97M-V functional and the def2-TZVPD basis", "lumo_energy_ev": 0.227, "max_force_ev_per_a": 1.524, "e_homo_ha": -0.282, "smiles": "C#CP(C)CNC.ClC(Cl)Cl.ClC(Cl)Cl.ClC(Cl)Cl.ClC(Cl)Cl.ClC(Cl)Cl.ClC(Cl)Cl.ClC(Cl)Cl.ClC(Cl)Cl.ClC(Cl)Cl", "orbital_gap_ev": 7.91, "elements": ["C", "C", "P", "C", "C", "N", "C", "H", "H", "H", "H", "H", "H", "H", "H", "H", "H", "Cl", "C", "Cl", "Cl", "H", "Cl", "C", "Cl", "Cl", "H", "Cl", "C", "Cl", "Cl", "H", "Cl", "C", "Cl", "Cl", "H", "Cl", "C", "Cl", "Cl", "H", "Cl", "C", "Cl", "Cl", "H", "Cl", "C", "Cl", "Cl", "H", "Cl", "C", "Cl", "Cl", "H", "Cl", "C", "Cl", "Cl", "H"], "xyz": [[0.013304, -0.534367, -3.722606], [-0.991779, -0.080735, -3.228092], [-2.342681, 0.931496, -2.564549], [-3.073604, -0.016373, -1.153994], [-1.533984, 2.447672, -1.819674], [-0.834194, 2.107206, -0.568808], [0.613779, 2.011532, -0.745637], [0.921285, -0.758824, -4.244531], [-3.909525, -0.592268, -1.552172], [-3.458507, 0.693838, -0.418454], [-2.338465, -0.672484, -0.688441], [-0.833867, 2.833023, -2.575877], [-2.307554, 3.204268, -1.683946], [-0.998497, 2.848019, 0.103905], [1.041708, 1.670692, 0.197883], [1.084624, 2.943622, -1.087671], [0.855765, 1.245302, -1.488549], [-3.591003, 5.388252, 0.889179], [-4.405185, 5.452493, -0.676203], [-3.263916, 5.877771, -1.954566], [-5.194900, 3.914706, -1.032524], [-5.164374, 6.221988, -0.631249], [3.094394, 5.669965, 2.884999], [2.172513, 4.363963, 2.141176], [0.827597, 5.002846, 1.189722], [3.203096, 3.349558, 1.131350], [1.762345, 3.746472, 2.929790], [-3.299702, -1.254434, 2.428828], [-4.506372, -2.470259, 2.008134], [-5.965145, -1.707275, 1.369485], [-3.848292, -3.624580, 0.848375], [-4.772895, -3.009242, 2.907957], [2.604780, 1.375947, -6.105088], [3.103930, -0.207919, -6.702665], [4.809526, -0.195187, -7.156081], [2.794044, -1.456937, -5.487985], [2.517619, -0.437928, -7.582784], [-3.991215, -5.764637, 3.696299], [-3.394790, -7.246488, 2.944406], [-1.732674, -7.040192, 2.395381], [-3.519206, -8.604982, 4.066198], [-4.012809, -7.461536, 2.082579], [2.143062, -3.510882, -3.441095], [3.214436, -4.571966, -2.522731], [2.466350, -6.150657, -2.272697], [4.772338, -4.738660, -3.335594], [3.384858, -4.121269, -1.554037], [-5.021057, -9.672330, 8.509334], [-3.739965, -8.640572, 7.867654], [-3.685458, -7.101882, 8.730901], [-2.177268, -9.459485, 7.950446], [-3.961408, -8.435525, 6.828441], [7.802118, 0.492003, -7.344639], [8.677329, 1.701481, -6.401890], [8.162295, 3.330185, -6.845269], [8.455375, 1.424363, -4.673250], [9.731177, 1.606968, -6.627263], [1.448251, 6.356424, 5.844946], [2.257709, 7.626572, 6.763843], [2.596617, 7.090634, 8.410943], [3.743036, 8.130497, 5.952542], [1.595032, 8.480117, 6.815919]], "forces_ev_per_a": [[-0.1715, 0.4554, -0.1554], [-0.0874, 0.6813, 1.0044], [-0.6330, 0.0748, -1.2177], [0.5601, 0.0921, -0.2105], [0.7564, -1.3004, 0.2435], [0.0113, 0.8133, -0.1429], [-0.0629, -0.5539, -0.1524], [-0.3630, -0.2306, 0.2202], [0.0942, -0.0522, 0.0603], [0.0992, -0.0318, -0.0473], [-0.1428, 0.0627, 0.1350], [-0.1735, 0.0178, -0.0063], [-0.0737, -0.2317, 0.1252], [-0.1025, -0.0508, 0.0560], [0.1505, 0.2267, -0.0633], [-0.0193, 0.0007, 0.1927], [-0.1967, 0.0300, 0.0591], [0.0070, 0.0043, -0.0095], [0.0595, -0.1008, -0.0296], [-0.0466, 0.0558, 0.0215], [0.0037, 0.0446, 0.0056], [0.0067, -0.0067, 0.0051], [0.0076, -0.0818, -0.1269], [0.0769, 0.0204, -0.0930], [-0.0759, 0.0580, 0.0646], [0.1352, 0.0481, 0.1192], [-0.0006, 0.0125, -0.0015], [-0.0172, -0.0316, 0.0375], [0.0475, 0.0610, -0.1111], [0.0095, -0.0254, 0.0358], [0.0048, 0.0340, -0.0510], [-0.0041, -0.0038, -0.0137], [-0.0138, -0.0442, -0.0264], [0.0298, 0.0315, 0.0048], [-0.3638, -0.0026, 0.0993], [0.4055, 0.1406, -0.4526], [-0.0100, -0.0021, 0.0226], [-0.0447, -0.0707, 0.1199], [0.1301, 0.0978, 0.0139], [-0.0723, -0.0111, -0.0084], [-0.0144, -0.0482, -0.0502], [-0.0121, -0.0022, 0.0192], [-0.1319, -0.2869, 0.3268], [0.0224, -0.0515, -0.1083], [0.0132, 0.0468, 0.0215], [-0.0265, 0.0246, 0.0407], [-0.0071, 0.0022, -0.0091], [0.0162, 0.0187, -0.0428], [0.0273, -0.0170, 0.1175], [-0.0053, -0.0201, -0.0501], [-0.0646, 0.0350, -0.0569], [0.0202, 0.0151, 0.0176], [0.3845, 0.0424, -0.0648], [-0.1288, 0.0399, 0.0568], [0.0385, -0.0388, -0.0031], [0.0311, -0.0039, -0.0431], [-0.0098, -0.0051, -0.0025], [-0.0887, 0.0729, 0.1336], [0.0730, -0.1019, 0.0075], [-0.0255, 0.0374, -0.0353], [-0.0392, 0.0140, 0.0024], [0.0074, -0.0044, -0.0045]]}

---

Entry 2:
{"formula": "C14H19Cl3GeN6O4RuS3", "method": "the ωB97M-V functional and the def2-TZVPD basis", "lumo_energy_ev": [-8.254, -8.253], "max_force_ev_per_a": 2.422, "e_homo_ha": [-0.538, -0.538], "orbital_gap_ev": [6.39, 6.39], "total_charge": 2, "de_lowest_ev": 2.173, "elements": ["Ru", "C", "C", "S", "C", "C", "S", "C", "C", "S", "H", "H", "H", "H", "H", "H", "H", "H", "H", "H", "H", "H", "O", "C", "C", "C", "C", "C", "C", "C", "O", "N", "O", "O", "H", "H", "H", "H", "N", "N", "N", "C", "N", "N", "H", "H", "H", "Cl", "Ge", "Cl", "Cl"], "xyz": [[-0.215051, -0.014950, -0.457064], [-0.621872, -1.912987, 2.234258], [-0.424179, -3.006119, 1.214444], [0.290145, -2.423886, -0.376148], [-0.745933, -3.344605, -1.522868], [-2.193380, -2.932327, -1.431514], [-2.279934, -1.125312, -1.493454], [-3.540833, -0.749829, -0.250182], [-3.179353, -1.186087, 1.148693], [-1.564585, -0.501280, 1.604138], [0.330599, -1.481560, 2.541181], [-1.112033, -2.298918, 3.127909], [-1.357255, -3.518795, 0.994023], [0.274464, -3.752085, 1.594121], [-0.607974, -4.410782, -1.338305], [-0.331526, -3.130117, -2.509561], [-2.688444, -3.301327, -0.536529], [-2.749003, -3.309504, -2.290698], [-4.489724, -1.183482, -0.571146], [-3.648278, 0.335045, -0.304786], [-3.160120, -2.268665, 1.263382], [-3.907054, -0.796585, 1.859802], [-0.173048, 1.831418, 0.405041], [0.663610, 2.325103, 1.212361], [1.822253, 1.739000, 1.723222], [2.642168, 2.515692, 2.575490], [3.789901, 1.985398, 3.050213], [4.186828, 0.686905, 2.706309], [3.404937, -0.080493, 1.882663], [2.198554, 0.422619, 1.372341], [1.483907, -0.367480, 0.603601], [4.644220, 2.795141, 3.942969], [5.651102, 2.267198, 4.357114], [4.263848, 3.915615, 4.196817], [0.431792, 3.345032, 1.527763], [2.364178, 3.527784, 2.844772], [5.122698, 0.313747, 3.102078], [3.705665, -1.079381, 1.595293], [-2.115011, 2.247710, -5.056145], [-1.772666, 2.185187, -3.734081], [-1.484094, 3.267225, -3.043996], [-1.101525, 2.761085, -1.887970], [-1.181948, 1.415140, -1.906476], [-1.612403, 1.071451, -3.115344], [-2.592991, 3.121426, -5.242277], [-2.654521, 1.434655, -5.323542], [-0.780769, 3.364474, -1.063047], [3.128284, -1.372083, -2.059169], [1.369136, -0.215825, -2.361018], [0.474868, -0.923743, -4.185412], [2.042354, 1.814155, -2.619268]], "forces_ev_per_a": [[-1.6295, -1.5815, -0.8427], [-0.0313, 0.1187, 0.0038], [0.0105, -0.0519, -0.0573], [0.2223, 0.1378, 0.1036], [0.0441, -0.0410, -0.2268], [0.0111, -0.1072, 0.0172], [0.3291, 0.5601, 0.3571], [-0.1895, 0.0797, -0.0366], [0.0570, -0.1066, 0.0297], [0.3539, 0.3777, 0.6269], [-0.0298, 0.0178, 0.0175], [-0.0305, -0.0386, -0.0135], [-0.0089, -0.0097, -0.0052], [0.0526, 0.0056, -0.0279], [0.0235, -0.0038, 0.0608], [-0.0010, 0.0139, -0.0144], [0.0318, 0.0285, 0.0256], [-0.0399, 0.0748, -0.0317], [0.0315, -0.0516, -0.0695], [-0.0021, 0.0033, -0.0152], [-0.0051, -0.0004, -0.0206], [-0.0237, -0.0092, 0.0020], [0.4142, 0.0059, 0.1139], [-0.4220, 0.0807, -0.2871], [0.0373, -0.0848, 0.0216], [-0.2984, 0.2735, -0.0656], [0.2197, -0.0665, 0.0753], [0.1184, -0.0196, 0.0717], [0.0576, -0.2326, -0.0865], [0.0411, -0.0987, -0.0391], [-0.1934, 0.3454, -0.0797], [0.0796, -0.0346, 0.1145], [-0.0593, 0.0116, -0.0635], [-0.0203, -0.0146, -0.0446], [-0.0048, 0.0322, -0.0049], [0.0028, -0.0246, -0.0011], [-0.0189, -0.0246, -0.0157], [0.0185, 0.0241, 0.0169], [0.0537, 0.0061, -0.0495], [-0.0419, 0.0281, 0.0706], [-0.0208, 0.0248, 0.0474], [-0.0916, -0.0488, -0.1441], [0.7323, -0.1141, 0.3337], [-0.0054, 0.0188, -0.1331], [0.0096, 0.0491, 0.0418], [-0.0089, -0.0555, 0.0443], [-0.0042, -0.0389, -0.0271], [-0.1177, -0.0536, 0.0046], [0.2058, 0.7813, 0.2128], [0.1245, -0.1017, 0.1521], [0.0164, -0.0846, -0.1623]]}

---

Entry 3:
{"formula": "C14H19Cl3N2O2", "method": "the ωB97M-V functional and the def2-TZVPD basis", "lumo_energy_ev": 0.312, "max_force_ev_per_a": 0.705, "e_homo_ha": -0.338, "smiles": "CCCCCCCCOC(=O)c1nc(Cl)c(Cl)c(N)c1Cl", "orbital_gap_ev": 9.52, "de_lowest_ev": 0.047, "elements": ["C", "C", "C", "C", "C", "C", "C", "C", "O", "C", "O", "C", "N", "C", "Cl", "C", "Cl", "C", "N", "C", "Cl", "H", "H", "H", "H", "H", "H", "H", "H", "H", "H", "H", "H", "H", "H", "H", "H", "H", "H", "H"], "xyz": [[0.062937, 4.106225, 0.425251], [0.243511, 3.721267, -1.037534], [0.747094, 2.287652, -1.192712], [0.873904, 1.896265, -2.663598], [1.515763, 0.525105, -2.884046], [0.795091, -0.637318, -2.201426], [-0.648745, -0.809938, -2.669849], [-1.308709, -2.013102, -2.001620], [-1.319670, -1.804728, -0.587567], [-0.631776, -2.638434, 0.171204], [-0.126124, -3.670062, -0.188861], [-0.536984, -2.111828, 1.575846], [-0.289644, -0.809189, 1.678572], [-0.130060, -0.283357, 2.872295], [0.209507, 1.392081, 2.924016], [-0.218332, -1.016852, 4.049168], [-0.002788, -0.273029, 5.591825], [-0.488375, -2.394082, 3.980696], [-0.603281, -3.153914, 5.080494], [-0.638388, -2.935224, 2.684436], [-0.972386, -4.618532, 2.529526], [-0.278339, 5.135426, 0.513127], [1.002684, 4.008903, 0.964665], [-0.670679, 3.459511, 0.900811], [0.951890, 4.407218, -1.508973], [-0.711458, 3.825614, -1.558718], [1.721442, 2.193544, -0.707456], [0.056637, 1.613680, -0.683417], [1.489813, 2.642386, -3.173347], [-0.112217, 1.922550, -3.131316], [1.562508, 0.332703, -3.959292], [2.542053, 0.554601, -2.510484], [0.803281, -0.485254, -1.121204], [1.347324, -1.557837, -2.409361], [-1.227179, 0.078530, -2.417993], [-0.681652, -0.953336, -3.751352], [-0.765168, -2.937988, -2.220140], [-2.350019, -2.116171, -2.319965], [-0.450558, -2.742423, 5.984262], [-0.762908, -4.140663, 4.974038]], "forces_ev_per_a": [[-0.0501, 0.0829, -0.2425], [0.0779, -0.1939, 0.2644], [-0.1517, 0.2793, -0.4187], [0.2061, -0.1884, 0.1894], [-0.1353, 0.0259, 0.0637], [-0.0488, 0.1078, -0.2453], [0.1087, -0.2891, 0.5043], [0.0799, -0.0639, -0.6972], [-0.2557, 0.3454, 0.0648], [0.1560, -0.4065, 0.0665], [0.0309, 0.1357, 0.0366], [0.0728, -0.0274, 0.4728], [0.0050, 0.1976, -0.0628], [-0.0774, -0.5868, -0.0449], [0.0857, 0.4120, 0.0306], [-0.0059, -0.0176, -0.0998], [-0.0296, -0.1217, 0.0148], [0.0338, 0.3073, -0.4690], [-0.0235, -0.1339, 0.1726], [0.0420, 0.1881, -0.1031], [-0.0565, -0.1353, 0.1489], [-0.0274, 0.0962, 0.0980], [0.0950, -0.0030, 0.1113], [-0.0660, -0.0490, 0.0939], [-0.0289, 0.0173, -0.0919], [0.0051, 0.0370, -0.0854], [0.0493, -0.0762, 0.1027], [0.0100, -0.0970, 0.1291], [-0.0671, 0.0508, -0.0532], [-0.0561, 0.0763, -0.0593], [0.0961, -0.0387, -0.0337], [0.0726, 0.0128, -0.0678], [0.0280, -0.0521, 0.0664], [0.0056, -0.0470, 0.0747], [-0.0866, 0.0888, -0.0953], [-0.0652, 0.0248, -0.0682], [-0.1460, 0.1503, 0.0106], [0.1202, -0.0386, 0.1047], [-0.0236, -0.1238, -0.0179], [0.0207, 0.0536, 0.1351]]}